2 unconnected molecules or ions with the total composition C2H3OS3 at a distorted geometry, computed with ωB97M-V/def2-TZVPD.

Last columns: bonded neighbours and bond lengths (Å).
Element x y z (Å)
1 C 1.476 0.328 0.470  O3 1.224, S4 1.521
2 C -0.496 0.409 -0.537  S5 1.782, S6 1.869, H7 1.023
3 O 2.035 1.299 -0.023  C1 1.224
4 S 1.398 -0.776 1.513  C1 1.521
5 S -1.637 0.850 0.758  C2 1.782, H8 1.413
6 S -1.012 -1.089 -1.530  C2 1.869, H9 1.283
7 H -0.388 1.104 -1.280  C2 1.023
8 H -0.917 -0.219 1.338  S5 1.413
9 H -0.459 -1.907 -0.710  S6 1.283

Calculated values
- Orbital gap: 6.44 eV
- Spin multiplicity: 1
- Charge: -1
- Strongest force on any atom: 8.2 eV Å⁻¹
- Energy above the lowest of the compared OMol25 structures with the same formula, charge and spin: 162.5 kJ/mol
- Energy: -36675.4520 eV

***

A gas-phase ion, C2H3OS3 (charge -1) at a distorted geometry, computed with ωB97M-V/def2-TZVPD.

Last columns: bonded neighbours and bond lengths (Å).
Element x y z (Å)
1 O 1.665 -0.610 0.791  C2 1.188
2 C 1.323 -0.134 -0.242  O1 1.188, S3 1.697, C4 1.467
3 S 2.261 0.463 -1.524  C2 1.697
4 C -0.114 -0.058 -0.525  C2 1.467, S5 1.844, S6 1.862, H7 1.160
5 S -0.796 1.546 0.076  C4 1.844, H8 1.292
6 S -1.053 -1.377 0.396  C4 1.862, H9 1.465
7 H -0.370 -0.272 -1.637  C4 1.160
8 H -1.664 1.186 0.964  S5 1.292
9 H -1.253 -0.745 1.702  S6 1.465

Calculated values
- Orbital gap: 6.65 eV
- Spin multiplicity: 1
- Charge: -1
- Strongest force on any atom: 3.8 eV Å⁻¹
- Energy above the lowest of the compared OMol25 structures with the same formula, charge and spin: 39.6 kJ/mol
- Energy: -36676.7255 eV

***

Which of these has the lowest strongest force on any atom? number 2

***

Which value of charge does entry 2 give? -1

***

Look up the orbital gap of the first one. 6.44 eV

***

Number 2 is which compound? C2H3OS3